The following is a quantum chemistry calculation of one molecule with the formula C25H27N3O3, from the OMol25 dataset.

The electronic energy comes out at -36976.07400 eV. Its HOMO energy is -8.250 eV. Its energy above the lowest of the compared OMol25 structures with the same formula, charge and spin is 174.4 kJ/mol. The HOMO-LUMO gap comes out at 8.77 eV. The value obtained for the maximum force is 0.68 eV Å⁻¹.

The geometry in XYZ format:
```
58
Properties=species:S:1:pos:R:3:forces:R:3:mulliken_charge:R:1
C -7.19381 -3.64819 0.45949 0.1 -0.2 0.0 -0.799
H -7.95177 -4.33876 0.82624 0.1 0.0 0.0 0.234
O -7.80021 -2.37979 0.46467 -0.1 0.3 0.0 -0.447
C -7.07014 -1.30506 0.04950 -0.1 0.2 0.0 0.726
C -5.75270 -1.36244 -0.38996 -0.1 -0.2 0.0 -0.089
C -5.09770 -0.20706 -0.79476 -0.2 0.1 0.0 0.045
C -5.76030 1.01091 -0.75547 0.1 0.0 -0.1 -0.555
C -7.07002 1.07106 -0.31170 0.0 -0.1 0.0 -0.575
C -7.72660 -0.07515 0.08681 0.0 -0.2 0.1 -0.590
H -8.74733 -0.04832 0.43361 -0.1 0.0 0.0 0.429
H -7.58577 2.01935 -0.27775 -0.1 0.1 0.0 0.378
H -5.23670 1.90196 -1.06300 0.1 0.1 0.0 0.437
C -3.67526 -0.26325 -1.28460 0.1 0.1 -0.1 -1.096
N -2.87355 0.77755 -0.66637 0.0 -0.1 -0.1 0.278
C -2.69861 0.53396 0.75613 -0.1 0.1 0.3 -0.552
C -2.01933 1.72524 1.42352 0.2 -0.2 0.0 -1.473
H -2.67521 2.59409 1.34702 0.0 0.0 0.0 0.468
H -1.86029 1.49733 2.47813 0.0 0.0 0.0 0.377
C -0.68214 2.06251 0.75992 -0.3 0.0 0.1 -0.038
C 0.38941 1.01937 1.07568 0.0 0.6 -0.1 0.303
O 0.17111 -0.04343 1.60938 0.0 -0.3 0.2 -0.648
N 1.63227 1.43956 0.69077 0.1 0.3 -0.2 -0.047
C 2.86063 0.78215 0.80040 0.3 -0.2 0.1 0.656
C 3.99712 1.44771 0.34373 -0.1 -0.1 0.1 -0.818
C 5.24282 0.85937 0.42375 0.2 -0.2 0.1 -0.244
C 5.37004 -0.41842 0.95762 -0.5 0.2 0.0 0.316
C 4.24086 -1.08306 1.42201 0.5 0.1 -0.2 -1.062
C 2.99597 -0.49136 1.34732 -0.2 0.0 0.0 -0.259
H 2.12543 -1.00964 1.71130 0.0 0.0 0.0 0.527
H 4.35453 -2.06718 1.84817 0.0 -0.1 0.0 0.413
O 6.58813 -1.03334 1.13187 0.1 -0.1 0.2 -0.466
C 7.55830 -0.92066 0.18314 0.4 0.0 -0.5 0.482
C 7.31305 -0.73234 -1.17470 -0.1 -0.1 0.3 -0.199
C 8.39246 -0.69072 -2.04032 0.1 0.0 0.1 -0.536
C 9.66983 -0.83954 -1.52297 0.0 0.0 -0.4 -0.280
N 9.90617 -1.03890 -0.23663 0.4 0.0 0.1 -0.573
C 8.88519 -1.08182 0.59279 -0.6 0.1 0.3 -0.403
H 9.11063 -1.25338 1.63608 -0.1 0.0 0.2 0.413
H 10.54299 -0.80481 -2.15954 0.0 0.0 -0.1 0.363
H 8.23822 -0.54954 -3.09903 0.0 0.0 -0.1 0.367
H 6.30075 -0.63309 -1.54062 0.0 0.0 0.0 0.483
H 6.11748 1.39485 0.08439 0.0 0.0 0.0 0.523
H 3.90682 2.44220 -0.07114 0.0 0.1 0.0 0.328
H 1.69270 2.36193 0.28177 -0.1 -0.2 0.1 0.201
C -0.89995 2.18690 -0.75396 0.1 -0.2 -0.1 -0.860
C -1.58297 0.93759 -1.30266 0.1 0.2 -0.1 -0.837
H -1.73646 1.05299 -2.37962 0.0 -0.1 0.1 0.464
H -0.93199 0.05760 -1.14115 0.0 0.0 -0.1 0.348
H 0.04378 2.34655 -1.28063 0.0 0.1 0.0 0.474
H -1.54867 3.04418 -0.94240 0.0 0.0 0.0 0.421
H -0.32369 3.02299 1.15167 0.0 -0.1 0.0 0.492
H -3.68646 0.38867 1.19946 0.1 0.0 0.0 0.450
H -2.10061 -0.37402 0.93418 -0.1 0.0 0.0 0.301
H -3.67073 -0.08751 -2.36649 0.1 -0.1 0.1 0.415
H -3.25137 -1.26838 -1.10560 0.0 0.0 0.0 0.313
H -5.22031 -2.30093 -0.42289 0.0 -0.1 0.0 0.371
H -6.32380 -3.68179 1.12353 0.0 0.0 0.0 0.330
H -6.89224 -3.94674 -0.55007 0.0 0.0 0.0 0.322
```
Forces are in eV/Å.


The following is a quantum chemistry calculation of one molecule with the formula C5H11NO in a non-equilibrium geometry, from the OMol25 dataset.

The electronic energy comes out at -8900.25411 eV. Its HOMO energy is -9.514 eV. Its energy above the lowest of the compared OMol25 structures with the same formula, charge and spin is 139.3 kJ/mol. The HOMO-LUMO gap comes out at 10.35 eV. The value obtained for the maximum force is 4.64 eV Å⁻¹.

The geometry in XYZ format:
```
18
Properties=species:S:1:pos:R:3:forces:R:3:mulliken_charge:R:1
C -0.86251 1.02422 2.54602 4.1 -2.1 0.3 -1.037
C -1.13595 0.39673 1.13611 2.1 -1.4 2.5 0.586
N 0.08841 0.17559 0.52643 0.4 0.9 -1.0 -0.247
C 1.65044 -0.96952 -1.03663 -1.5 -1.2 0.2 -1.413
C 0.19843 -0.54753 -0.73719 -2.3 -1.7 -0.5 0.592
C -0.43312 0.18605 -2.00557 -0.9 -3.0 0.4 -1.451
O -2.16310 -0.17713 0.84228 0.1 0.9 -0.6 -0.576
H 0.13084 1.62034 2.53319 -2.2 0.1 -0.2 0.260
H -1.71778 1.41449 3.00228 -1.0 1.0 0.6 0.359
H -0.37424 0.20380 3.30628 -1.8 1.2 -2.0 0.240
H 0.94834 0.66724 0.83691 -1.4 -0.4 -0.2 0.275
H 1.64936 -2.01780 -1.36329 -0.1 0.2 -0.1 0.317
H 2.03473 -0.42747 -1.87742 0.7 0.7 0.1 0.362
H 2.20426 -1.00608 -0.11712 0.8 0.5 0.2 0.426
H -0.47518 -1.50393 -0.54014 1.4 1.8 -0.6 0.192
H -0.39034 1.22003 -1.94249 0.1 2.0 0.3 0.384
H -1.49846 -0.12689 -2.24743 1.2 0.4 0.7 0.283
H 0.14587 -0.13213 -2.86223 0.2 0.0 -0.3 0.448
```
Forces are in eV/Å.


The following is a quantum chemistry calculation of C8H17OP2Ti as an isolated structure in a non-equilibrium geometry, from the OMol25 dataset.

Its multiplicity is 3. The electronic energy comes out at -52307.08849 eV. Its net charge is -1. Its HOMO energy (spin up / spin down) is -0.550 / -2.331 eV. Its energy above the lowest of the compared OMol25 structures with the same formula, charge and spin is 66.0 kJ/mol. The HOMO-LUMO gap (spin up / spin down) comes out at 3.54 / 5.14 eV. The value obtained for the maximum force is 3.08 eV Å⁻¹.

The geometry in XYZ format:
```
29
Properties=species:S:1:pos:R:3:forces:R:3:mulliken_charge:R:1
C 0.39865 0.69498 -3.12696 -0.4 0.2 0.6 -0.177
C 0.12630 -0.05728 -4.26489 -0.1 0.1 -0.5 -0.451
C -0.21058 -1.40506 -4.27294 -0.2 -0.5 -0.8 -0.255
C -0.32122 -2.31000 -3.19566 0.0 0.2 -0.3 -0.380
C -0.14317 -1.97488 -1.86053 -0.6 -0.4 -0.4 -0.284
Ti -0.15106 -0.04752 -1.27939 1.0 0.4 -0.4 -0.231
P 0.12593 2.48584 -0.77268 0.1 1.3 0.0 -0.103
H 0.68269 1.73785 -3.33249 0.1 -0.2 -0.1 0.271
H 0.15208 0.40566 -5.28875 0.1 -0.2 0.9 0.186
H -0.37719 -1.82998 -5.25779 -0.1 -0.1 -0.1 0.218
H -0.20503 -2.82072 -1.17319 0.1 -0.2 0.1 0.333
H -0.56919 -3.33288 -3.54647 0.3 0.3 0.5 0.198
H -0.89911 3.05931 0.03244 0.1 0.2 0.0 0.038
H 0.29646 3.65509 -1.61817 -0.2 -0.6 0.3 0.072
H 1.16823 2.83927 0.12238 -0.1 -0.1 0.0 0.067
C 0.85999 0.71336 3.72859 0.4 0.4 0.5 -2.491
P 0.16071 0.04658 2.15362 2.0 2.0 -1.3 2.471
C 0.54180 -1.67174 2.51073 0.2 -0.8 -0.5 -1.343
C -1.52042 0.71165 2.37583 -0.4 -0.3 0.1 -1.450
O 0.56555 0.10515 0.58545 -1.1 -0.5 1.1 -0.957
H 1.85166 0.36289 4.01884 0.1 -0.1 -0.5 0.414
H 0.20745 0.32451 4.50248 -0.7 -0.5 1.0 0.528
H 0.84503 1.79359 3.89039 0.0 -0.1 -0.6 0.386
H 0.38940 -1.93692 3.55846 -0.1 0.0 0.1 0.447
H -0.00953 -2.36826 1.84856 0.4 0.4 0.3 0.242
H 1.64290 -1.74852 2.28032 -1.2 0.0 0.2 0.267
H -1.71628 1.61417 1.75081 0.2 -0.9 0.4 0.215
H -2.29755 -0.05585 2.19476 0.1 0.3 -0.2 0.325
H -1.59451 1.00974 3.43625 -0.1 0.0 -0.3 0.445
```
Forces are in eV/Å.